{"formula": "H28O14", "method": "ωB97M-V with the def2-TZVPD basis set", "gap_ev": 10.31, "multiplicity": 1, "energy_ha": -1070.15032, "lumo_ev": -0.13, "e_homo_ev": -10.44, "symbols": ["O", "H", "H", "O", "H", "H", "O", "H", "H", "O", "H", "H", "O", "H", "H", "O", "H", "H", "O", "H", "H", "O", "H", "H", "O", "H", "H", "O", "H", "H", "O", "H", "H", "O", "H", "H", "O", "H", "H", "O", "H", "H"], "xyz": [[-11.05864, -2.34096, 18.48813], [-10.22446, -2.35661, 18.98061], [-11.11623, -1.46211, 18.22682], [-11.31164, -1.21158, 21.28170], [-12.00593, -0.68140, 21.65890], [-11.38870, -0.91759, 20.36121], [-7.13668, -1.01170, 22.85926], [-6.52496, -1.39974, 23.47831], [-7.88797, -1.64365, 22.84528], [-9.30602, 0.90174, 21.79344], [-9.76912, 0.11304, 22.05466], [-9.16479, 0.75312, 20.87713], [-9.43130, -5.27390, 19.08331], [-9.16017, -4.36766, 19.18592], [-8.65842, -5.75133, 18.81951], [-8.71355, -2.56544, 19.89622], [-7.78967, -2.57002, 19.69565], [-8.72217, -2.29581, 20.79171], [-5.75384, -0.55785, 19.89810], [-5.11627, -1.23388, 19.87839], [-5.71057, -0.28292, 20.82022], [-6.31579, -3.43880, 21.26291], [-5.71343, -4.11553, 21.52692], [-6.25019, -2.78264, 21.93159], [-9.39591, -2.58974, 22.80810], [-10.30160, -2.37179, 22.49219], [-9.35837, -3.51110, 22.59579], [-8.23374, 0.53308, 19.17766], [-7.46668, 0.10588, 19.60898], [-7.98853, 1.44751, 18.97556], [-6.73767, -2.49396, 17.65677], [-6.57681, -1.55362, 17.58422], [-7.58926, -2.55163, 17.16976], [-11.99975, -3.73198, 20.71951], [-11.48804, -3.35988, 20.01913], [-12.09443, -2.97059, 21.33609], [-4.32384, -2.76638, 19.30598], [-4.55393, -2.95929, 18.40137], [-5.06221, -3.10696, 19.82263], [-6.08757, -5.06915, 18.77264], [-5.15883, -5.11746, 19.03496], [-6.08858, -4.21928, 18.39816]], "nbo_charge": [-0.960, 0.492, 0.461, -0.970, 0.487, 0.500, -0.967, 0.456, 0.499, -0.957, 0.463, 0.477, -0.953, 0.475, 0.470, -0.982, 0.508, 0.490, -0.986, 0.494, 0.487, -0.950, 0.479, 0.480, -0.981, 0.509, 0.495, -0.989, 0.508, 0.479, -0.981, 0.496, 0.496, -0.954, 0.475, 0.458, -0.966, 0.479, 0.489, -0.936, 0.461, 0.470]}